## one
Below is a structure of composition C6H7FO, with properties calculated with ωB97M-V/def2-TZVPD.

Cartesian coordinates (Å):
1 F -0.908 1.801 1.290
2 O -0.580 -1.645 1.168
3 C 0.136 1.377 -0.817
4 C -0.513 0.875 0.285
5 C 1.411 -0.745 -0.107
6 C -0.094 -0.607 0.284
7 C -0.305 -0.961 -1.188
8 C 0.800 0.177 -1.208
9 H 0.210 2.368 -1.188
10 H 1.492 0.374 -2.055
11 H -0.324 -2.133 -1.641
12 H 2.298 -0.643 0.636
13 H -1.152 -0.313 -1.686
14 H -0.006 -1.553 2.034
15 H 1.681 -1.843 -0.549

The calculation puts the orbital gap at 9.93 eV.

---

## two
Below is an isolated molecule of C6H7FO, with properties calculated with ωB97M-V/def2-TZVPD.

Cartesian coordinates (Å):
1 F -0.345 1.256 2.018
2 O -0.405 -1.133 -2.184
3 C -0.448 -0.268 -1.374
4 C 0.179 0.843 0.809
5 C -0.570 1.176 -1.438
6 C -0.260 1.776 -0.290
7 C 0.649 -1.721 0.663
8 C -0.267 -0.551 0.412
9 H 1.689 -1.424 0.552
10 H -0.286 2.837 -0.105
11 H 1.273 0.905 0.920
12 H -1.282 -0.730 0.759
13 H 0.504 -2.130 1.662
14 H -0.869 1.673 -2.345
15 H 0.438 -2.508 -0.059

The calculation puts the orbital gap at 9.50 eV.

---

Q: Which of them is the most stable? A: two.

---

## one
Below is a cluster of 3 separate species, C3H10O3 in total, with properties calculated with ωB97M-V/def2-TZVPD.

Cartesian coordinates (Å):
1 O 2.297 0.592 0.924
2 O 0.351 -0.818 2.308
3 O 1.045 1.145 -2.109
4 C -1.358 -1.195 0.726
5 C 0.050 -0.999 1.165
6 C -1.678 -0.156 -0.357
7 H 0.927 -1.116 0.484
8 H -2.518 -0.486 -0.977
9 H 2.071 1.398 1.404
10 H 2.918 0.875 0.245
11 H 1.817 1.592 -2.468
12 H -1.983 0.805 0.061
13 H 0.297 1.750 -2.225
14 H -1.397 -2.182 0.265
15 H -2.009 -1.204 1.581
16 H -0.830 0.000 -1.028

As for the expectation value of S²: 0.7569. Its multiplicity is 2. The total charge is +1. The calculation puts the orbital gap (spin up / spin down) at 9.87 / 6.13 eV.

---

## two
Below is a cluster of 3 separate species, C3H10O3 in total, with properties calculated with ωB97M-V/def2-TZVPD.

Cartesian coordinates (Å):
1 O -2.021 -0.389 -1.470
2 O -2.495 0.085 1.231
3 O 0.988 -1.471 0.238
4 C 1.327 -0.126 0.203
5 C 0.477 0.862 0.941
6 C 2.391 0.242 -0.493
7 H 3.123 -0.583 -0.713
8 H 0.694 0.682 2.043
9 H 0.654 1.881 0.766
10 H -1.320 0.306 -1.269
11 H 1.505 -1.841 -0.490
12 H -0.525 0.570 0.572
13 H -2.142 -0.604 0.682
14 H -1.749 -0.753 -2.321
15 H 2.580 1.235 -1.012
16 H -3.488 -0.097 1.090

As for the expectation value of S²: 0.7556. Its multiplicity is 2. The total charge is +1. The calculation puts the orbital gap (spin up / spin down) at 9.77 / 5.75 eV.

---

Q: Which of them is the most stable? A: one.

---

## one
Below is a structure of composition C9H15N4, with properties calculated with ωB97M-V/def2-TZVPD.

Cartesian coordinates (Å):
1 N 1.242 -1.124 0.461
2 N -0.941 -1.496 -0.514
3 N 1.993 0.886 -1.179
4 N -0.206 1.026 1.471
5 C -2.528 0.075 0.182
6 C 1.409 -2.264 1.075
7 C -1.616 1.108 -0.563
8 C -0.156 0.766 0.119
9 C 0.926 1.665 -0.552
10 C 0.162 -0.650 -0.279
11 C -2.193 -1.235 -0.282
12 C 0.691 0.967 2.336
13 C 1.349 -0.128 -1.823
14 H 1.744 0.733 2.031
15 H 0.477 1.372 3.376
16 H -1.506 1.107 -1.652
17 H 0.526 0.141 -2.579
18 H -2.146 0.200 1.255
19 H 0.380 2.372 -1.262
20 H -0.530 -2.435 -0.717
21 H 0.738 -3.112 0.876
22 H 1.311 2.292 0.137
23 H 2.771 0.569 -0.504
24 H -1.673 2.197 -0.185
25 H -3.566 0.186 -0.002
26 H 2.330 -2.374 1.513
27 H -2.938 -1.918 -0.638
28 H 1.953 -0.925 -2.101

The total charge is +1. The calculation puts the orbital gap (spin up / spin down) at 7.87 / 7.87 eV.

---

## two
Below is a structure of composition C9H15N4, with properties calculated with ωB97M-V/def2-TZVPD.

Cartesian coordinates (Å):
1 N 0.143 -0.971 1.466
2 N 0.714 1.676 -0.269
3 N -1.364 1.156 0.752
4 N -1.861 -0.445 -1.391
5 C -1.194 -1.492 -0.693
6 C -1.399 2.119 1.591
7 C -0.390 -1.876 2.060
8 C 2.028 1.344 -0.425
9 C -1.105 0.508 -1.769
10 C 1.446 -1.078 -0.646
11 C 2.429 -0.022 -0.078
12 C 0.078 -0.728 0.047
13 C -0.283 0.796 0.014
14 H 3.400 -0.299 -0.457
15 H -1.874 -1.967 0.000
16 H -2.370 2.275 2.002
17 H -0.659 2.817 1.862
18 H -0.832 -2.272 -1.337
19 H 1.490 -0.971 -1.700
20 H -1.453 1.391 -2.138
21 H -0.235 0.171 -2.283
22 H 0.325 2.655 -0.313
23 H -0.037 -1.871 3.105
24 H 1.779 -2.044 -0.341
25 H 2.722 2.025 -0.913
26 H 2.374 -0.123 0.993
27 H -2.730 -0.164 -0.826
28 H -1.143 -2.610 1.688

The total charge is +1. The calculation puts the orbital gap (spin up / spin down) at 7.24 / 7.24 eV.

---

Q: Which of them is the most stable? A: two.

---

## one
Below is a cluster of 2 separate species, C2H6N3O2 in total, with properties calculated with ωB97M-V/def2-TZVPD.

Cartesian coordinates (Å):
1 O 1.451 -0.442 -0.484
2 O -0.909 -1.825 -0.034
3 N -0.723 0.575 0.435
4 N -1.711 0.499 -0.576
5 N 3.512 0.597 0.092
6 C 2.468 0.062 -0.109
7 C -1.393 -0.623 0.397
8 H -2.192 -0.833 1.168
9 H 4.431 1.030 0.156
10 H 0.010 -1.727 -0.375
11 H -0.761 1.250 1.254
12 H -2.661 0.878 -0.380
13 H -1.523 0.559 -1.543

The total charge is +1. The calculation puts the orbital gap at 11.13 eV.

---

## two
Below is a cluster of 2 separate species, C2H6N3O2 in total, with properties calculated with ωB97M-V/def2-TZVPD.

Cartesian coordinates (Å):
1 O -2.535 -0.270 -0.197
2 O -0.782 -1.674 0.107
3 N -1.343 -0.363 0.062
4 N 1.787 -0.883 0.138
5 N -0.778 1.852 0.260
6 C -0.584 0.634 -0.108
7 C 1.507 0.271 -0.343
8 H -1.554 1.997 0.852
9 H -1.411 -2.314 0.018
10 H 1.160 -1.528 0.560
11 H -0.546 2.669 -0.389
12 H 2.785 -1.105 0.146
13 H 2.293 0.714 -1.105

The total charge is +1. The calculation puts the orbital gap (spin up / spin down) at 7.76 / 7.75 eV.

---

Q: Which of them is the most stable? A: one.

---

## one
Below is a cluster of 2 separate species, C5H12OSi in total, with properties calculated with ωB97M-V/def2-TZVPD.

Cartesian coordinates (Å):
1 Si -1.630 -1.089 1.514
2 O -0.827 -0.313 2.710
3 C 2.330 2.049 -0.226
4 C -0.380 -0.906 0.181
5 C 0.557 1.242 -1.980
6 C 1.409 1.668 -1.258
7 C -0.831 -1.412 -1.133
8 H 2.979 2.848 -0.558
9 H -1.604 -2.208 -0.949
10 H -1.438 -0.574 -1.487
11 H 0.077 0.952 -2.925
12 H -0.125 0.185 -0.020
13 H -1.772 -2.386 2.080
14 H -0.179 -1.695 -2.009
15 H 3.008 1.172 -0.046
16 H 0.592 -1.358 0.544
17 H 1.844 2.455 0.709
18 H -2.976 -0.341 1.233
19 H -1.033 -0.292 3.619

As for the expectation value of S²: 2.0044. Its multiplicity is 3. The calculation puts the orbital gap (spin up / spin down) at 5.44 / 7.86 eV.

---

## two
Below is a cluster of 2 separate species, C5H12OSi in total, with properties calculated with ωB97M-V/def2-TZVPD.

Cartesian coordinates (Å):
1 Si -0.266 -0.099 0.125
2 O 0.339 -0.949 1.367
3 C 0.735 2.301 -1.070
4 C 2.338 0.534 -0.064
5 C -0.262 -2.017 2.033
6 C 1.115 0.983 -0.392
7 C -1.350 -0.990 -1.136
8 H 1.360 3.079 -0.453
9 H -0.877 -1.948 -1.130
10 H 0.578 -2.671 2.190
11 H -0.521 -1.592 3.009
12 H -0.288 2.309 -0.905
13 H 2.283 -0.450 0.350
14 H -2.446 -1.199 -0.810
15 H -1.536 1.539 0.962
16 H 1.109 2.078 -2.104
17 H 3.383 0.946 -0.160
18 H -1.500 -0.440 -2.066
19 H -1.076 -2.602 1.728

As for the expectation value of S²: 2.0069. Its multiplicity is 3. The calculation puts the orbital gap (spin up / spin down) at 5.48 / 7.53 eV.

---

Q: Which of them is the most stable? A: two.

---

## one
Below is a cluster of 3 separate species, C3H10O2S2 in total, with properties calculated with ωB97M-V/def2-TZVPD.

Cartesian coordinates (Å):
1 S 4.311 0.039 0.975
2 S -3.154 -0.069 -0.304
3 O -0.159 0.846 0.267
4 O -6.616 -0.170 -0.568
5 C 2.026 0.200 -0.471
6 C 2.497 -0.056 0.960
7 C 0.523 -0.002 -0.637
8 H 2.094 0.713 1.616
9 H 2.175 -1.031 1.327
10 H 2.234 1.242 -0.718
11 H -6.204 -0.945 -0.157
12 H 0.252 -1.058 -0.486
13 H -1.124 0.725 0.132
14 H 0.289 0.257 -1.678
15 H 4.498 -0.120 2.294
16 H 2.526 -0.490 -1.154
17 H -6.167 -0.083 -1.398

The calculation puts the orbital gap at 4.27 eV.

---

## two
Below is a cluster of 2 separate species, C3H10O2S2 in total, with properties calculated with ωB97M-V/def2-TZVPD.

Cartesian coordinates (Å):
1 S -2.579 0.447 -0.125
2 S -2.043 -0.299 1.744
3 O 0.292 -3.065 0.149
4 O 1.535 -0.062 0.610
5 C -0.931 0.694 -0.887
6 C 0.087 1.694 -0.328
7 C 1.504 1.161 -0.137
8 H 2.060 1.889 0.452
9 H -1.202 1.084 -1.875
10 H -0.231 2.062 0.652
11 H 2.030 0.971 -1.071
12 H 0.801 -0.081 1.225
13 H -0.490 -0.287 -1.052
14 H 0.800 -3.534 0.801
15 H 0.223 2.542 -1.005
16 H -2.266 -1.607 1.478
17 H 0.410 -3.610 -0.632

The calculation puts the orbital gap at 9.54 eV.

---

Q: Which of them is the most stable? A: two.